1.
ORCA calculation (the ωB97M-V functional and the def2-TZVPD basis) on an isolated ion of composition C3H8NO and charge +1 in a non-equilibrium geometry.

Computed properties:
E_HOMO ... -16.5 eV
SMILES ... C[C@]1(O)C[NH2+]1
Charge ... +1
Energy ... -6769.7060 eV
Max |F| ... 0.0816 Eh/bohr
Gap between HOMO and LUMO ... 0.4717 Eh

Element x y z (Å)
H 0.27076 2.00379 0.52318
H 1.15518 -2.03728 0.02789
H 2.23264 -0.67382 0.55252
C -1.11299 0.07554 0.73015
H -1.22299 1.07695 -1.28437
H 1.58812 -0.84907 -0.99898
H -1.47864 -0.78103 1.25555
N -0.98008 0.13356 -0.77796
C 1.35208 -0.93874 0.03680
O 0.80294 1.40304 0.09863
H -1.49137 1.04983 1.08346
H -1.34513 -0.59227 -1.41896
C 0.22948 0.12949 0.17209

Atomic charges from the Mulliken analysis, expressed in e, are listed below: 0.36, 0.34, 0.36, -0.54, 0.34, 0.37, 0.29, -0.29, -1.20, -0.46, 0.27, 0.30, 0.86

***

2.
ORCA calculation (the ωB97M-V functional and the def2-TZVPD basis) on a 10-piece molecular cluster, C28H58F6N6O11P overall in a non-equilibrium geometry.

Computed properties:
E_HOMO ... -7.1 eV
Charge ... -1
Energy ... -87041.8833 eV
Max |F| ... 0.0966 Eh/bohr
Gap between HOMO and LUMO ... 0.3217 Eh

Element x y z (Å)
H -1.25842 34.12615 6.50113
C -6.61069 28.55865 12.05939
O 1.87058 27.94189 15.01184
C 2.96279 20.74695 9.43175
H -5.24466 33.82579 7.35059
H 1.61920 22.40724 8.90008
H -5.83599 30.04828 13.97105
H 6.47816 30.71701 0.98908
H -4.49936 33.00715 8.67744
C 2.86487 19.84153 8.25212
H -8.23814 31.87377 14.33477
H 2.75735 21.47230 1.56027
C 0.69006 20.46874 8.51307
H 2.95454 28.55823 13.02431
H 7.53171 26.20115 4.57231
H 2.90757 20.21047 10.37898
N 9.81103 27.06225 4.78747
H -7.28384 23.08541 3.33525
C 4.27510 31.37858 1.21837
H 1.68548 25.59291 15.35918
H -8.91131 28.56010 10.45420
H 10.56570 27.71100 4.95978
H 4.22010 31.48711 2.30156
H 9.66993 26.69793 3.85610
H 3.23281 32.25579 -0.46523
C -6.80147 22.24611 2.83425
H -10.37493 29.32748 10.91796
C 9.12955 26.78164 5.83703
N 3.07250 24.03924 0.18926
H -5.19456 33.27015 1.22558
H -4.26888 32.46058 6.98142
H -2.03685 32.49459 6.72669
H 2.87893 32.98887 1.09726
C 7.83438 25.93824 5.58590
C -4.58814 32.37072 1.33227
H -4.61463 27.86196 11.56313
F -0.23366 27.81335 6.29701
H -9.33118 30.39902 12.67469
C -7.59881 20.92276 2.80540
C 2.82075 27.49330 12.83420
F -1.29855 25.90288 5.61447
O 6.93554 33.23285 -0.13731
H -2.84326 30.34169 -0.67022
F -2.27252 27.87224 5.25372
O -8.17695 20.36435 3.72545
O -4.55528 31.98987 -1.10492
N -2.01173 33.50382 6.75677
C -4.06507 31.76246 0.01388
H -4.99116 28.38828 13.26126
H -6.87811 28.49636 11.00454
H 2.90563 25.14071 14.15203
C 2.97804 22.77237 0.09480
N -7.28146 29.74081 12.49445
H 3.62372 24.51308 -0.51198
O 1.64165 19.81825 7.67568
H -4.78122 29.58963 11.91519
H 3.81909 21.42091 9.40701
H -7.06192 27.67111 12.50296
H -6.90188 23.23819 0.77938
C 2.05235 22.16993 1.10816
H 7.90025 24.86011 5.73224
C -6.74322 21.07062 0.67826
H 7.07224 26.39235 6.21918
H 2.90196 24.46581 1.08873
O 4.72075 33.42009 0.44181
H -7.35633 29.69974 14.62189
H 3.62714 30.51045 1.09761
H -3.76322 32.74355 1.93939
C 2.32770 27.09751 14.24245
N 2.31501 25.82409 14.60396
C -3.06420 34.11747 7.33531
O -3.09522 35.29696 7.53161
H -5.84021 20.46066 0.65369
P -0.84243 27.33606 4.85749
O 3.69007 19.14594 7.73105
O -7.58317 20.40254 1.55889
C 3.66623 32.53555 0.49496
H 3.74739 26.99077 12.55687
C 5.64742 31.25403 0.53129
C -6.41485 22.43720 1.33555
H 1.84313 22.90489 1.88544
C -8.74725 29.53617 12.35435
H -5.94904 21.85973 3.39297
H 1.97915 27.50791 12.14167
H -5.33439 22.43887 1.19167
C 1.58929 21.43353 9.38905
F -0.50415 28.81695 4.23848
F 0.66117 26.76031 4.57979
H 1.27458 21.68230 10.40255
H -0.06856 20.98272 7.92278
C -5.11700 28.59191 12.19788
H -6.67331 32.50375 14.42077
H -9.03020 30.32635 10.23466
C -9.29751 29.48745 10.87725
H -7.18307 21.27857 -0.29713
H -9.06052 28.64802 12.90313
H -2.87989 30.58993 1.10459
H 1.22833 21.59384 0.68719
H 5.50079 30.95225 -0.50578
O 3.54896 22.09626 -0.72972
N -3.10978 30.85531 0.15758
H 0.34954 19.69855 9.20512
C -6.89074 30.28251 13.82709
F -1.25821 26.72796 3.43503
C -4.32556 33.32100 7.64817
C 5.89541 32.77121 0.32968
H -7.47000 32.17185 12.85434
O 9.45581 27.14798 6.92939
C -7.26454 31.78555 13.85268
H -5.09519 31.62635 1.94620

Here are the Mulliken charges for atoms 1 to 99, given in e: 0.23, -0.44, -0.62, -0.25, 0.26, 0.28, 0.36, 0.31, 0.24, 0.48, 0.31, 0.24, -0.38, 0.26, 0.30, 0.22, -0.36, 0.33, -0.54, 0.23, 0.35, 0.24, 0.28, 0.21, 0.27, -0.35, 0.41, 0.60, -0.34, 0.30, 0.29, 0.22, 0.30, -0.87, -1.07, 0.39, -0.37, 0.31, 0.46, -0.86, -0.40, -0.58, 0.23, -0.33, -0.59, -0.65, -0.41, 0.72, 0.31, 0.35, 0.20, 0.58, 0.06, 0.24, -0.34, 0.34, 0.27, 0.38, 0.30, -0.79, 0.25, -0.37, 0.26, 0.20, -0.32, 0.35, 0.32, 0.33, 0.56, -0.36, 0.67, -0.61, 0.28, 1.17, -0.58, -0.34, -0.37, 0.33, -0.39, -0.48, 0.26, -0.50, 0.21, 0.27, 0.25, -0.64, -0.37, -0.37, 0.35, 0.34, -1.36, 0.37, 0.29, -1.31, 0.30, 0.41, 0.21, 0.25, 0.21

***

3.
ORCA calculation (the ωB97M-V functional and the def2-TZVPD basis) on a 2-piece molecular cluster, C4H8Cl2Si overall in a non-equilibrium geometry.

Computed properties:
E_HOMO ... -9.1 eV
SMILES ... Cl[SiH2]Cl.CC#CC
Energy ... -37199.9246 eV
Max |F| ... 0.0849 Eh/bohr
Gap between HOMO and LUMO ... 0.3603 Eh

Element x y z (Å)
H 0.65787 -1.99546 -0.84899
C 1.02726 2.09293 0.89586
H -4.13816 -1.29384 -0.26085
H -1.99651 -0.63345 -1.45024
H 1.57604 2.58931 1.61903
C 1.76555 -1.57568 -0.68554
Si -2.88177 -0.54010 -0.35593
C 1.65563 -0.27437 -0.01287
H 2.35831 -1.39974 -1.53008
Cl -3.15440 1.45305 -0.21996
C 1.37574 0.74084 0.57077
H 0.99543 2.60947 -0.15688
Cl -1.50625 -1.29006 1.05935
H 2.20699 -2.41742 0.02227
H 0.05827 1.93452 1.35407

Atomic charges from the Mulliken analysis, expressed in e, are listed below: 0.16, -1.03, -0.10, -0.11, 0.38, -0.99, 0.64, 0.26, 0.31, -0.20, 0.23, 0.20, -0.24, 0.26, 0.22

***

4.
ORCA calculation (the ωB97M-V functional and the def2-TZVPD basis) on a 2-piece molecular cluster, C8H19N3 overall in a non-equilibrium geometry.

Computed properties:
E_HOMO (spin up / spin down) ... -15.3 / -18.1 eV
Expectation value of S² ... 2.02
Spin multiplicity ... 3
Charge ... +2
Energy ... -13051.7196 eV
Max |F| ... 0.0989 Eh/bohr
Gap between HOMO and LUMO (spin up / spin down) ... 0.2700 / 0.3029 Eh

Element x y z (Å)
H 0.31688 -2.85220 1.77374
H -1.33566 -3.26462 2.07013
C -1.67367 -0.53714 -1.05211
H 2.42231 -0.10149 2.56918
C 1.19678 2.46508 -0.40111
H -0.35803 -0.69815 0.66788
H -2.64638 -0.50192 -0.50046
H 2.87371 -0.72382 0.93963
H 0.50093 3.92833 0.59387
C -1.13132 -2.61220 0.30726
C -2.30265 -3.17814 -0.32126
C -0.68231 -1.25678 -0.21192
H 1.63752 2.07793 -1.36544
H 3.29792 0.93119 1.43075
N 0.91984 1.43608 0.41059
N 1.27045 0.43270 1.09595
H -3.11885 -2.51222 -0.35687
H 0.03265 5.04956 -1.87504
H -2.61470 -4.22924 0.05048
C -0.51176 -3.30596 1.32301
H -1.80835 -1.08127 -2.06037
H -0.49708 -4.39964 1.16279
H -1.91537 -3.18984 -1.32721
C 0.96794 4.80680 -1.25231
H 0.08639 -1.48704 -0.97209
H -1.23175 0.48080 -1.30791
C 2.55997 0.14160 1.56720
H 1.79838 4.66293 -1.90850
H 1.04099 5.78744 -0.74125
N 0.90523 3.73122 -0.30861

Atomic charges from the Mulliken analysis, expressed in e, are listed below: 0.35, 0.45, -1.29, 0.31, 0.15, 0.52, 0.37, 0.31, 0.30, 0.80, -1.22, 0.12, 0.40, 0.42, -0.02, -0.28, 0.40, 0.33, 0.36, -1.50, 0.38, 0.44, 0.43, -0.73, 0.32, 0.21, -0.88, 0.33, 0.30, -0.07